C15H28CoN4Se2 as an isolated structure at a distorted geometry, computed with wB97M-V/def2-TZVPD.

XYZ file:
```
50
Properties=species:S:1:pos:R:3:lowdin_charge:R:1
Se -0.39233 -2.67623 0.13560 1.092
Se -2.76685 -0.20316 0.53531 1.033
Co -0.16220 -0.04027 0.12056 0.326
N -0.04699 2.02632 0.00562 -0.074
N 0.14652 0.09618 -1.96258 -0.067
N 1.78004 -0.32379 0.03392 0.059
N 0.35818 0.35123 2.13359 -0.062
C 4.39100 -1.15033 -0.05328 0.039
C -4.36262 -0.27418 -0.57493 -0.283
C -0.01859 1.52216 -2.32324 -0.141
C 1.46758 -0.45602 -2.34120 -0.085
C 1.77438 0.00678 2.41106 -0.079
C 3.80947 -0.80234 1.15882 0.041
C 2.49090 -0.39405 1.16834 -0.234
C -2.23937 -3.03932 0.66720 -0.467
C 2.34427 -0.61501 -1.14774 -0.230
C 3.65504 -1.04156 -1.22492 0.048
C -2.85684 -1.91515 1.45643 -0.487
C 0.55759 2.59486 1.22461 -0.131
C 0.60526 2.38611 -1.26485 -0.139
C 0.05945 1.77820 2.38359 -0.150
C 0.55240 -3.52050 1.60388 -0.296
H -5.20128 -0.09920 0.09397 0.057
H 1.83557 -0.79511 3.14783 0.153
H 0.46064 3.43845 -1.51805 0.158
H -2.77033 -3.24639 -0.25998 0.082
H -4.45035 -1.24280 -1.05863 0.049
H -3.91141 -2.12101 1.64740 0.104
H 5.41304 -1.50571 -0.08426 0.145
H -2.36542 -1.76254 2.41611 0.072
H 4.09324 -1.29030 -2.18268 0.149
H 2.28310 0.86766 2.85101 0.152
H 0.27439 3.63861 1.37174 0.158
H -1.08847 1.73174 -2.38342 0.141
H -4.31244 0.51831 -1.31658 0.045
H 1.95688 0.19741 -3.06710 0.154
H 1.34046 -1.42438 -2.82782 0.155
H -2.22133 -3.95472 1.26094 0.102
H 0.12374 -3.23113 2.56007 0.048
H -0.22094 -0.18586 2.77378 0.134
H 4.37484 -0.85137 2.08045 0.148
H 0.51166 2.11806 3.31705 0.151
H 1.64410 2.55802 1.12958 0.139
H 1.60030 -3.23478 1.54395 0.033
H 1.67816 2.21194 -1.17223 0.137
H 0.41649 1.73703 -3.30051 0.150
H -0.56154 -0.42258 -2.47654 0.142
H -1.02238 1.88901 2.47944 0.131
H -1.01748 2.34136 -0.03989 0.138
H 0.46699 -4.59574 1.46529 0.059
```

The calculation puts the highest occupied orbital energy (spin up / spin down) at -18.849 / -18.849 eV. The orbital gap (spin up / spin down) is 7.62 / 7.61 eV. The net charge is +3.